ORCA calculation (ωB97M-V with the def2-TZVPD basis set) on an isolated molecule of C3H6 in a non-equilibrium geometry.

The energy above the lowest of the compared OMol25 structures with the same formula, charge and spin comes out at 8.5 kcal per mole. The value obtained for the HOMO energy is -10.371 eV. The SMILES is C1CC1. For the orbital gap, the calculation gives 11.80 eV. The electronic energy is -3207.0887 eV.

Last column: natural (NBO) charge in e.
Positions of all 9 atoms, in Å:
C (-0.5823, -0.4048, 0.4778)  -0.42
C (-0.2701, 0.5072, -0.6480)  -0.42
C (0.8453, -0.1370, 0.1708)  -0.42
H (-0.9919, -1.3992, 0.3430)  0.22
H (-0.9167, 0.2563, 1.3080)  0.21
H (-0.4837, 1.5381, -0.4605)  0.21
H (-0.4239, 0.1656, -1.6554)  0.21
H (1.4022, -0.8519, -0.3493)  0.21
H (1.4570, 0.4985, 0.8109)  0.21

---

ORCA calculation (ωB97M-V with the def2-TZVPD basis set) on a structure of composition C3H6AgBCl2 in a non-equilibrium geometry.

The value obtained for the HOMO energy is -7.947 eV. For the orbital gap, the calculation gives 4.45 eV. The electronic energy is -32922.5362 eV.

Last column: natural (NBO) charge in e.
Positions of all 13 atoms, in Å:
B (2.3555, 0.4041, 0.2069)  -0.50
C (0.8494, -0.2624, 0.2613)  0.02
Cl (0.5815, -1.8167, 1.2179)  -0.09
C (-0.2552, 0.3144, -0.4155)  -0.17
C (-1.6833, -0.3294, -0.3431)  -0.69
Cl (-0.0169, 1.8613, -1.3607)  -0.01
H (2.2954, 1.4763, 0.7511)  0.00
H (3.0952, -0.2542, 0.8935)  -0.02
H (2.7885, 0.4687, -0.9033)  0.01
H (-2.2748, -0.1155, -1.3014)  0.24
H (-1.6791, -1.4489, -0.1626)  0.26
H (-2.3151, 0.1843, 0.5224)  0.06
Ag (-3.7411, -0.4820, 0.6334)  0.88

---

ORCA calculation (ωB97M-V with the def2-TZVPD basis set) on a structure of composition C3H6AuLiO5 in a non-equilibrium geometry.

Its multiplicity is 4. The expectation value of S² is 3.763. The value obtained for the HOMO energy (alpha / beta) is -10.947 / -14.473 eV. For the orbital gap (alpha / beta), the calculation gives 6.79 / 5.85 eV. The net charge is +1. The electronic energy is -17327.9870 eV.

Last column: natural (NBO) charge in e.
Positions of all 16 atoms, in Å:
H (1.7377, 0.2870, 2.1762)  0.20
C (1.2362, -0.3406, 1.4157)  -0.14
C (1.0806, 0.4914, 0.1556)  -0.10
O (1.1220, -0.3420, -0.9823)  -0.70
Li (-0.3128, -1.6000, 3.4233)  0.91
O (-0.0091, -0.8138, 1.8443)  -0.91
H (1.9256, -1.1816, 1.2125)  0.22
H (1.8676, 1.2634, 0.1116)  0.23
H (0.1392, 1.0636, 0.2241)  0.15
C (-1.7824, 0.5168, -1.6004)  0.94
O (-2.4966, 1.5126, -1.6320)  -0.43
O (-1.0059, 0.2119, -2.6729)  -0.67
H (-0.3282, 0.8925, -2.7610)  0.53
Au (-1.6191, -0.7654, 0.9349)  0.92
O (-1.8049, -0.4043, -0.7059)  -0.61
H (0.2502, -0.7917, -1.1437)  0.47

---

ORCA calculation (ωB97M-V with the def2-TZVPD basis set) on a cluster of 2 separate species, C3H6BBrO2 in total in a non-equilibrium geometry.

The energy above the lowest of the compared OMol25 structures with the same formula, charge and spin comes out at 94.3 kcal per mole. The value obtained for the HOMO energy (alpha / beta) is -8.349 / -8.462 eV. For the orbital gap (alpha / beta), the calculation gives 7.57 / 8.58 eV. The electronic energy is -78019.7429 eV.

Last column: natural (NBO) charge in e.
Positions of all 13 atoms, in Å:
B (-0.8905, 1.0792, -0.4388)  1.00
C (1.7349, -1.6114, 1.0108)  -0.54
C (1.7747, -1.3122, -0.2316)  -0.10
C (-1.5815, -0.2712, -0.3681)  -0.59
O (-0.3769, 1.7100, 0.6633)  -0.90
O (-0.9433, 1.6997, -1.6639)  -0.89
Br (-1.5487, -1.1371, 1.2399)  0.16
H (0.7413, -1.6721, 1.6151)  0.21
H (2.5309, -1.8908, 1.7414)  0.22
H (1.1698, -1.1745, -1.1247)  0.20
H (-1.9108, -0.7144, -1.3454)  0.23
H (-0.0979, 2.6559, 0.6667)  0.50
H (-0.6019, 2.6391, -1.7648)  0.49